1.
Molecular formula: C25H56O7SSi2
Method: DFT, ωB97M-V with the def2-TZVPD basis set

Properties
HOMO energy = -9.33 eV
multiplicity = 1
HOMO-LUMO gap = 9.89 eV
net charge = 0
relative energy (zero: lowest compared OMol25 entry of this formula, charge and spin) = 10.2 kcal per mole
E_LUMO = 0.56 eV

Element x y z (Å)
C  3.855  7.283  0.700
Si  3.539  6.565  -1.025
O  4.679  5.395  -1.521
Si  4.511  3.852  -0.836
S  5.204  3.760  1.224
H  2.891  7.589  1.100
H  4.279  6.573  1.400
H  4.523  8.132  0.621
H  3.642  7.693  -1.979
H  2.156  6.047  -1.139
H  3.121  3.361  -0.851
H  5.414  2.961  -1.590
H  6.425  4.350  1.098
C  0.635  1.842  -4.951
C  1.974  1.130  -5.076
C  2.748  1.712  -3.904
O  1.783  2.009  -2.886
C  0.464  1.918  -3.445
H  -0.188  1.324  -5.440
H  0.706  2.849  -5.373
H  1.839  0.054  -4.940
H  2.470  1.293  -6.032
H  3.250  2.645  -4.183
H  3.494  1.022  -3.506
H  -0.013  1.013  -3.057
H  -0.123  2.782  -3.128
C  3.720  3.303  6.374
C  4.529  3.730  5.158
C  3.755  4.946  4.678
O  3.175  5.542  5.845
C  3.299  4.644  6.953
H  4.279  2.694  7.083
H  2.840  2.737  6.058
H  5.536  4.024  5.465
H  4.617  2.958  4.395
H  2.945  4.659  3.999
H  4.387  5.677  4.173
H  4.061  5.040  7.633
H  2.349  4.597  7.487
C  -4.348  -1.567  -3.172
C  -3.865  -0.926  -1.879
C  -2.429  -0.576  -2.228
O  -2.401  -0.307  -3.637
C  -3.638  -0.728  -4.223
H  -5.431  -1.559  -3.288
H  -4.007  -2.605  -3.227
H  -4.436  -0.019  -1.675
H  -3.943  -1.573  -1.011
H  -1.754  -1.418  -2.028
H  -2.062  0.297  -1.686
H  -4.219  0.164  -4.480
H  -3.431  -1.282  -5.140
C  -7.445  -1.630  1.950
C  -6.232  -1.676  2.869
C  -5.086  -1.599  1.872
O  -5.564  -0.831  0.761
C  -6.982  -0.667  0.867
H  -8.359  -1.303  2.443
H  -7.625  -2.619  1.520
H  -6.225  -0.799  3.522
H  -6.188  -2.566  3.496
H  -4.805  -2.585  1.503
H  -4.197  -1.121  2.284
H  -7.190  0.373  1.143
H  -7.442  -0.866  -0.102
C  -2.145  -5.947  1.522
C  -1.403  -5.459  0.286
C  -2.237  -4.258  -0.125
O  -2.784  -3.712  1.081
C  -2.586  -4.637  2.157
H  -1.536  -6.555  2.190
H  -3.018  -6.535  1.226
H  -0.394  -5.137  0.557
H  -1.321  -6.206  -0.502
H  -3.067  -4.551  -0.777
H  -1.651  -3.491  -0.634
H  -1.810  -4.235  2.817
H  -3.511  -4.731  2.728
C  3.163  -4.175  -0.278
C  2.352  -3.148  -1.057
C  2.306  -3.773  -2.442
O  2.336  -5.191  -2.247
C  2.676  -5.480  -0.887
H  3.011  -4.130  0.799
H  4.229  -4.041  -0.479
H  1.343  -3.076  -0.643
H  2.790  -2.151  -1.057
H  3.181  -3.488  -3.037
H  1.407  -3.504  -2.998
H  1.775  -5.843  -0.379
H  3.429  -6.268  -0.861

---

2.
Molecular formula: C33H26N3O3PS4SbSc
Method: DFT, ωB97M-V with the def2-TZVPD basis set

Properties
HOMO energy = -1.98 eV
multiplicity = 1
HOMO-LUMO gap = 6.08 eV
net charge = -2
relative energy (zero: lowest compared OMol25 entry of this formula, charge and spin) = 4.1 kcal per mole
E_LUMO = 4.10 eV

Element x y z (Å)
Sc  1.198  1.502  0.313
O  2.334  0.216  1.345
C  3.523  -0.293  1.333
C  4.148  -0.661  2.546
C  5.402  -1.232  2.552
C  6.092  -1.472  1.361
C  5.494  -1.121  0.167
C  4.229  -0.529  0.125
C  3.632  -0.224  -1.158
N  2.536  0.417  -1.316
N  2.107  0.514  -2.635
C  0.950  1.117  -2.643
O  0.339  1.545  -1.602
C  0.267  1.324  -3.950
C  0.615  0.591  -5.080
C  -0.077  0.773  -6.269
C  -1.112  1.698  -6.338
C  -1.451  2.439  -5.214
C  -0.769  2.249  -4.020
H  3.608  -0.447  3.460
H  5.863  -1.491  3.500
H  7.078  -1.919  1.371
H  6.009  -1.298  -0.773
H  4.141  -0.583  -2.055
H  1.424  -0.123  -5.006
H  0.190  0.193  -7.145
H  -1.650  1.841  -7.269
H  -2.252  3.167  -5.263
H  -1.026  2.801  -3.125
S  0.758  4.730  3.755
Sb  0.698  4.710  1.441
S  -0.899  3.094  0.770
S  2.608  3.498  0.643
S  0.467  6.725  0.433
O  1.246  1.614  3.724
N  0.119  0.937  3.346
C  -0.990  1.537  3.516
C  -2.252  0.931  3.075
C  -3.397  1.283  3.796
C  -4.635  0.752  3.494
C  -4.755  -0.146  2.441
C  -3.637  -0.473  1.696
C  -2.379  0.060  1.983
P  -0.943  -0.351  0.907
C  -0.566  -2.050  1.513
C  0.599  -2.230  2.252
C  0.920  -3.484  2.760
C  0.081  -4.565  2.538
C  -1.090  -4.391  1.807
C  -1.410  -3.141  1.302
C  -1.736  -0.645  -0.716
C  -2.618  0.312  -1.217
C  -3.060  0.242  -2.529
C  -2.610  -0.766  -3.369
C  -1.711  -1.707  -2.888
C  -1.276  -1.646  -1.570
H  1.047  2.593  3.811
H  -1.040  2.520  3.985
H  -3.295  1.994  4.607
H  -5.508  1.038  4.069
H  -5.720  -0.568  2.186
H  -3.749  -1.134  0.845
H  1.245  -1.378  2.425
H  1.835  -3.608  3.327
H  0.339  -5.541  2.932
H  -1.752  -5.230  1.629
H  -2.319  -3.014  0.727
H  -2.926  1.140  -0.588
H  -3.729  1.005  -2.908
H  -2.928  -0.793  -4.405
H  -1.325  -2.479  -3.542
H  -0.552  -2.370  -1.215

---

3.
Molecular formula: C2H2FN3O
Method: DFT, ωB97M-V with the def2-TZVPD basis set

Properties
HOMO energy = -11.95 eV
multiplicity = 1
SMILES string = FCc1nnno1
HOMO-LUMO gap = 12.20 eV
net charge = 0
relative energy (zero: lowest compared OMol25 entry of this formula, charge and spin) = 31.4 kcal per mole
E_LUMO = 0.25 eV

Element x y z (Å)
F  2.288  -0.427  -0.428
C  1.571  0.473  0.326
C  0.114  0.252  0.172
N  -0.786  1.151  -0.108
N  -1.936  0.422  -0.223
N  -1.754  -0.801  -0.016
O  -0.384  -0.973  0.243
H  1.896  0.401  1.378
H  1.802  1.462  -0.034